## a
Molecular formula: C5H8
Method: DFT, ωB97M-V/def2-TZVPD

XYZ file:
```
13
Properties=species:S:1:pos:R:3:mulliken_charge:R:1
C 0.9948 -0.0279 0.9062 -0.358
C 0.0418 -0.9626 0.9100 -0.390
C -0.9042 -0.8343 -0.2300 -0.435
C -0.6423 0.6711 -0.6773 -0.615
C 0.8021 0.9679 -0.2228 -0.577
H 1.8615 -0.0072 1.5597 0.377
H 0.0475 -1.9618 1.3320 0.346
H -0.5883 -1.8473 -0.6851 0.206
H -1.9707 -1.0262 -0.0844 0.305
H -0.8382 0.8974 -1.7277 0.318
H -1.2986 1.3614 -0.1070 0.250
H 1.4983 0.7600 -1.0495 0.238
H 0.9964 2.0096 0.0758 0.336
```

Structure (SMILES): C1=CCCC1
E_LUMO: 1.22 eV
Kohn-Sham gap: 0.36991 Ha
HOMO level: -8.846 eV
Total charge: 0


## b
Molecular formula: C5H8
Method: DFT, ωB97M-V/def2-TZVPD

XYZ file:
```
13
Properties=species:S:1:pos:R:3:mulliken_charge:R:1
C -0.7066 1.3817 -2.0069 0.151
C -0.5711 0.6068 -1.0821 -0.832
C -0.3378 -0.3229 -0.0080 0.444
C -0.4522 0.2939 1.4056 -1.039
C 1.0655 -0.8107 -0.1254 -1.420
H -0.9703 2.0459 -2.7774 0.475
H -1.1499 -1.1304 -0.0586 0.210
H 0.2235 1.1253 1.4119 0.349
H 0.1217 -0.5730 1.9735 0.239
H -1.5268 0.3805 1.8096 0.299
H 1.2217 -1.3679 -1.0151 0.397
H 1.7687 0.0101 -0.1300 0.342
H 1.3136 -1.6392 0.6028 0.385
```

Structure (SMILES): C#CC(C)C
E_LUMO: 1.10 eV
Kohn-Sham gap: 0.40107 Ha
HOMO level: -9.814 eV
Total charge: 0


## c
Molecular formula: C5H8
Method: DFT, ωB97M-V/def2-TZVPD

XYZ file:
```
13
Properties=species:S:1:pos:R:3:mulliken_charge:R:1
C -0.4920 0.9889 -0.7428 -0.567
C 0.6958 1.1534 -0.1427 -0.426
C 1.2159 -0.2610 0.1004 -0.469
C -0.0727 -0.9705 0.5489 -0.571
C -1.2333 -0.1992 -0.1512 -0.379
H -0.8167 1.7247 -1.4271 0.421
H 1.1415 2.1400 0.0441 0.354
H 1.5166 -0.5719 -0.9216 0.217
H 2.0332 -0.4999 0.7909 0.351
H -0.0976 -2.0547 0.3756 0.287
H -0.0920 -0.8270 1.6410 0.257
H -1.9118 -0.7993 -0.7727 0.336
H -1.8871 0.1767 0.6572 0.186
```

Structure (SMILES): C1=CCCC1
E_LUMO: 1.05 eV
Kohn-Sham gap: 0.35339 Ha
HOMO level: -8.564 eV
Total charge: 0


## d
Molecular formula: C5H8
Method: DFT, ωB97M-V/def2-TZVPD

XYZ file:
```
13
Properties=species:S:1:pos:R:3:mulliken_charge:R:1
C 1.8680 0.9721 1.4776 -0.816
C 0.6848 0.6581 0.8693 0.098
C 0.6133 0.0490 -0.5196 -0.354
C -0.3599 -0.5678 -1.1279 -0.009
C -1.8488 -0.7042 -0.7262 -0.921
H 2.8229 0.5714 1.0430 0.201
H 1.9460 1.3727 2.4378 0.318
H -0.2295 0.8163 1.5844 0.184
H 1.5287 0.1812 -1.1014 0.290
H -0.2161 -0.9536 -2.2002 0.230
H -2.2702 0.1699 -0.0832 0.271
H -2.4747 -0.9146 -1.6421 0.292
H -2.0645 -1.6507 -0.0116 0.217
```

Structure (SMILES): C=C/C=C\C
E_LUMO: 1.09 eV
Kohn-Sham gap: 0.36441 Ha
HOMO level: -8.825 eV
Total charge: 0


Energy relative to the most stable one, in eV: a 0.000; b 1.198; c 0.394; d 0.797


## a
Molecular formula: C5H8
Method: DFT, ωB97M-V/def2-TZVPD

XYZ file:
```
13
Properties=species:S:1:pos:R:3:mulliken_charge:R:1
C 2.2039 0.6854 -0.0083 -1.006
C 1.4074 -0.6513 0.0488 -0.557
C -0.0342 -0.4092 -0.0595 -0.169
C -1.2053 -0.1711 -0.0648 0.549
C -2.6220 0.2718 0.0223 -1.001
H 3.2359 0.4056 0.1878 0.314
H 1.7845 1.3382 0.7761 0.299
H 2.1311 1.1934 -0.9907 0.292
H 1.7384 -1.3596 -0.7561 0.285
H 1.5932 -1.1335 1.0030 0.261
H -3.4120 -1.0500 -0.0443 0.257
H -2.8668 1.0824 1.3792 0.241
H -2.7029 1.1700 -1.1859 0.236
```

E_LUMO: 0.24 eV
Kohn-Sham gap: 0.34923 Ha
HOMO level: -9.260 eV
Total charge: 0


## b
Molecular formula: C5H8
Method: DFT, ωB97M-V/def2-TZVPD

XYZ file:
```
13
Properties=species:S:1:pos:R:3:mulliken_charge:R:1
C 2.6331 -0.0230 -0.6150 -1.207
C 1.3307 0.1611 0.0224 0.593
C 0.2318 0.1819 0.5175 -0.228
C -1.1504 -0.0080 0.9723 -0.386
C -2.1513 0.0472 -0.2046 -1.011
H 3.3012 -0.5952 0.0362 0.280
H 2.4988 -0.5957 -1.5385 0.273
H 3.1168 0.9240 -0.8662 0.297
H -1.1889 -0.9911 1.4561 0.224
H -1.4227 0.7192 1.7457 0.290
H -2.7239 0.9783 -0.1995 0.266
H -2.8583 -0.7868 -0.1705 0.274
H -1.6168 -0.0118 -1.1558 0.334
```

Structure (SMILES): CC#CCC
E_LUMO: 1.10 eV
Kohn-Sham gap: 0.38346 Ha
HOMO level: -9.332 eV
Total charge: 0


Energy relative to the most stable one, in eV: a 5.221; b 0.000


## a
Molecular formula: C5H8
Method: DFT, ωB97M-V/def2-TZVPD

XYZ file:
```
13
Properties=species:S:1:pos:R:3:mulliken_charge:R:1
C 1.2551 1.7517 -0.8687 -0.281
C 0.6908 0.5183 -1.0993 -0.325
C 1.5466 -0.2294 -0.2642 -0.173
C 1.4958 1.0817 0.3693 -0.305
H 1.3162 2.7421 -1.0565 0.459
H 2.5459 -0.3241 -0.6506 0.217
H 1.2039 -1.1818 0.3219 0.201
H 1.0304 1.1803 1.3359 0.186
C -2.1885 -1.0942 0.3484 -0.989
H -3.0289 -1.7851 0.3094 0.314
H -1.6088 -1.5388 1.0900 0.250
H -2.6041 -0.2121 0.8450 0.250
H -1.6545 -0.9087 -0.6808 0.193
```

Structure (SMILES): C1=C2C[C@@H]12.C
E_LUMO: 0.85 eV
Kohn-Sham gap: 0.34389 Ha
HOMO level: -8.506 eV
Total charge: 0


## b
Molecular formula: C5H8
Method: DFT, ωB97M-V/def2-TZVPD

XYZ file:
```
13
Properties=species:S:1:pos:R:3:mulliken_charge:R:1
C -2.5726 0.0339 -0.2885 -1.254
C -1.2189 0.3952 -0.0890 0.639
C -0.0463 0.4727 0.0495 -0.041
C 1.3613 0.5460 0.1761 -0.493
C 1.8449 -0.7801 -0.3623 -1.070
H -2.9178 -0.0506 0.8302 0.216
H -3.2050 0.8103 -0.7140 0.278
H -2.9722 -0.8743 -0.7356 0.320
H 1.7901 1.3537 -0.4242 0.233
H 1.6887 0.6696 1.2140 0.263
H 1.2618 -1.7205 0.0724 0.256
H 2.8843 -0.8598 -0.0502 0.341
H 1.7473 -0.9338 -1.4437 0.311
```

Structure (SMILES): CC#CCC
E_LUMO: 1.05 eV
Kohn-Sham gap: 0.37794 Ha
HOMO level: -9.230 eV
Total charge: 0


## c
Molecular formula: C5H8
Method: DFT, ωB97M-V/def2-TZVPD

XYZ file:
```
13
Properties=species:S:1:pos:R:3:mulliken_charge:R:1
C 0.9703 0.7943 0.0532 -0.340
C -0.2704 1.2217 -0.1371 -0.476
C -1.2596 0.0824 0.0617 -0.346
C -0.4003 -1.1824 -0.0279 -0.609
C 1.0886 -0.6455 -0.0295 -0.452
H 1.8566 1.3785 0.2012 0.395
H -0.6944 2.2629 -0.0476 0.318
H -2.1594 0.0621 -0.6713 0.268
H -1.7225 0.2709 1.1166 0.207
H -0.5674 -1.6419 -0.9991 0.198
H -0.6226 -1.9337 0.7516 0.318
H 1.6612 -0.9678 -0.8654 0.337
H 1.4771 -1.0546 0.9923 0.182
```

Structure (SMILES): C1=CCCC1
E_LUMO: 1.18 eV
Kohn-Sham gap: 0.37311 Ha
HOMO level: -8.975 eV
Total charge: 0


## d
Molecular formula: C5H8
Method: DFT, ωB97M-V/def2-TZVPD

XYZ file:
```
13
Properties=species:S:1:pos:R:3:mulliken_charge:R:1
C -2.0452 -0.4058 -0.3722 -0.726
C -1.0492 -0.2311 0.5270 -0.321
C -0.0565 0.8912 0.1903 -0.451
C 1.3765 0.4711 -0.1504 -0.076
C 1.9503 -0.7258 -0.0547 -0.612
H -2.2791 -1.4776 -0.6452 0.233
H -2.8632 0.3924 -0.6385 0.253
H -0.8176 -0.6730 1.4335 0.459
H -0.1047 1.5853 1.0950 0.259
H -0.5124 1.4247 -0.6886 0.294
H 1.6602 1.3331 -0.7925 0.244
H 3.0261 -0.9224 -0.3816 0.206
H 1.7148 -1.6621 0.4779 0.240
```

Structure (SMILES): C=CCC=C
E_LUMO: 0.87 eV
Kohn-Sham gap: 0.33865 Ha
HOMO level: -8.348 eV
Total charge: 0


Energy relative to the most stable one, in eV: a 4.283; b 1.205; c 0.000; d 2.840


## a
Molecular formula: CH2N2O
Method: DFT, ωB97M-V/def2-TZVPD

XYZ file:
```
6
Properties=species:S:1:pos:R:3:mulliken_charge:R:1
C -0.5413 0.0785 0.7492 -0.046
N -1.1640 0.4657 -0.2318 -0.433
N 0.7400 0.2693 -1.8666 0.173
O 1.2822 -0.5103 -1.1582 -0.190
H -0.7466 0.0597 1.8887 0.244
H 0.4297 -0.3630 0.6186 0.251
```

E_LUMO (spin up / spin down): -0.23 / -0.76 eV
Kohn-Sham gap (spin up / spin down): 0.34453 / 0.30590 Ha
HOMO level (spin up / spin down): -9.601 / -9.086 eV
Total charge: 0


## b
Molecular formula: CH2N2O
Method: DFT, ωB97M-V/def2-TZVPD

XYZ file:
```
6
Properties=species:S:1:pos:R:3:mulliken_charge:R:1
C -0.0268 0.4441 0.8149 -0.073
N -0.3711 -0.6965 1.0654 -0.467
N -0.0757 -1.4430 -1.1424 0.207
O 0.1039 -0.4268 -1.6564 -0.182
H 0.2498 1.3164 1.2344 0.340
H 0.1199 0.8059 -0.3159 0.175
```

E_LUMO (spin up / spin down): -0.29 / -0.65 eV
Kohn-Sham gap (spin up / spin down): 0.32565 / 0.30429 Ha
HOMO level (spin up / spin down): -9.155 / -8.933 eV
Total charge: 0


Energy relative to the most stable one, in eV: a 0.000; b 0.238


## a
Molecular formula: C9H9NS
Method: DFT, ωB97M-V/def2-TZVPD

XYZ file:
```
20
Properties=species:S:1:pos:R:3:mulliken_charge:R:1
C 3.1604 0.8863 0.5253 0.479
C -3.0405 -0.1936 0.8257 -0.420
C -1.8494 -0.8542 0.5589 -0.641
C -3.0339 1.1198 0.4311 -0.433
C -0.8883 -0.0395 -0.0630 0.494
C 1.2934 0.6796 -1.1296 -1.335
C 2.1067 1.4815 -0.0999 -0.351
C 0.3703 -0.3803 -0.5039 0.713
C 0.9800 -1.7047 -0.2166 -1.378
N 4.0776 0.3652 1.0137 -0.452
S -1.5569 1.5764 -0.3034 -0.158
H -3.8839 -0.6572 1.3040 0.388
H -1.6747 -1.8905 0.7828 0.329
H -3.8170 1.8436 0.5341 0.431
H 0.6935 1.3817 -1.7122 0.534
H 1.9848 0.1661 -1.8009 0.417
H 1.6567 2.3642 0.3277 0.360
H 0.5670 -2.1607 0.6807 0.360
H 2.0578 -1.6022 -0.0984 0.382
H 0.7963 -2.3814 -1.0559 0.283
```

E_LUMO (spin up / spin down): -1.23 / -0.62 eV
Kohn-Sham gap (spin up / spin down): 0.21232 / 0.30791 Ha
HOMO level (spin up / spin down): -7.011 / -8.995 eV
Total charge: 0


## b
Molecular formula: C9H9NS
Method: DFT, ωB97M-V/def2-TZVPD

XYZ file:
```
20
Properties=species:S:1:pos:R:3:mulliken_charge:R:1
C 1.7161 1.5749 -1.5600 -0.506
C 1.3174 0.8499 -2.6588 -0.362
C 1.1067 1.4413 -0.3504 -0.473
C 0.3487 -0.1358 -2.4992 -0.653
C -0.0405 0.5748 -0.1653 0.286
C -0.3006 -0.2360 -1.2691 0.516
C -0.9440 0.4810 1.0195 -1.173
C -1.2099 -1.8548 2.4552 -0.284
C -0.4074 -0.6694 2.0144 0.167
N -0.1289 -1.9605 1.5501 -0.385
S -1.5771 -1.3837 -1.1295 -0.193
H 2.6385 2.1570 -1.5977 0.329
H 1.7541 1.1660 -3.5896 0.378
H 1.4706 2.0005 0.4803 0.398
H 0.0121 -0.8000 -3.2697 0.424
H -0.8182 1.4733 1.4939 0.373
H -2.0037 0.1148 0.7510 0.400
H -0.9802 -2.3672 3.4630 0.219
H -2.1706 -2.2142 2.0561 0.222
H 0.2170 -0.2119 2.8057 0.318
```

E_LUMO (spin up / spin down): -0.54 / -1.82 eV
Kohn-Sham gap (spin up / spin down): 0.29435 / 0.24847 Ha
HOMO level (spin up / spin down): -8.552 / -8.585 eV
Total charge: 0


Energy relative to the most stable one, in eV: a 0.000; b 1.465